# 1
The following is a DFT calculation (the ωB97M-V functional and the def2-TZVPD basis) of an isolated molecule of C14H20N4O7S2 at a distorted geometry.

```
47
C14H20N4O7S2, DFT the ωB97M-V functional and the def2-TZVPD basis
O 0.0880 -1.7259 -3.4279
N 0.7981 -0.8289 -3.2494
O 0.9956 0.1123 -3.8861
C 1.5460 -1.0227 -1.9987
C 2.5905 -0.2674 -1.9226
C 3.3746 -0.2589 -0.5143
C 3.0229 -1.0762 0.4948
C 1.6294 -1.9892 0.2438
C 1.0609 -2.0345 -0.9728
H 0.3148 -2.5997 -1.2439
S 0.9801 -2.8906 1.8214
O 1.9545 -3.1067 2.7151
O 0.3973 -4.0930 0.8959
N -0.2009 -1.8724 2.3355
C 0.1179 -0.7993 2.9068
C 0.1555 0.5405 2.1654
N -1.2409 0.6606 1.4506
S -1.2352 1.0982 -0.0269
O -2.8359 1.1183 -0.4266
O -0.2676 0.4144 -0.6842
N -0.8093 2.5488 0.1801
C 0.1191 3.1798 -0.7353
H 0.5981 2.4318 -1.2035
C -0.8185 3.8006 -1.8418
O -2.0972 4.6063 -1.3293
C -2.6758 4.2072 -0.3868
H -3.1780 4.9351 -0.1648
C -1.8622 3.5847 0.8585
H -2.2161 2.9841 1.4813
H -1.1487 4.4206 1.2298
H -3.3416 3.3296 -0.7195
H -0.4821 4.1964 -2.8073
H -1.5501 2.9785 -2.3740
H 0.6772 3.9518 -0.6238
C -2.1174 -0.5869 1.7831
C -1.4909 -1.7668 1.6609
H -1.3382 -1.8804 0.3432
H -1.8122 -2.5906 1.8091
H -2.4709 -0.5606 2.9299
H -2.9804 -0.4935 1.3808
H 0.3139 1.5733 2.7105
H 0.9290 0.5587 1.4795
H 1.3373 -0.9267 3.2412
H -0.2760 -0.6949 3.7832
H 3.2071 -1.2242 1.5607
H 4.0687 0.5401 -0.3836
H 3.0062 0.5614 -2.5872
```

Properties
HOMO: -8.867 eV
orbital gap: 8.84 eV

---

# 2
The following is a DFT calculation (the ωB97M-V functional and the def2-TZVPD basis) of a structure of composition C14H20N5PPdS3.

```
44
C14H20N5PPdS3, DFT the ωB97M-V functional and the def2-TZVPD basis
Pd 0.1070 0.8185 -0.2240
N 2.1702 -0.9061 -2.6328
C 2.3300 -1.3759 -1.4050
N 1.6181 -0.9563 -0.3846
C 1.9476 -1.6389 0.7431
C 2.9475 -2.6048 0.5885
S 3.4803 -2.6561 -1.0131
C 1.2519 -1.3143 1.9352
C 1.4059 -1.9246 3.1835
S 0.3501 -1.2429 4.3105
C -0.2472 -0.1624 3.0498
N 0.3229 -0.3229 1.8793
N -1.2223 0.7096 3.2675
H 1.5504 -0.1112 -2.7417
H 2.8083 -1.1311 -3.3790
H 3.3748 -3.2657 1.3300
H 2.0703 -2.7278 3.4694
H -1.5415 0.9267 4.1981
H -1.4247 1.3684 2.5265
C 1.6751 3.8800 -0.0355
P 0.1906 3.0862 -0.7228
C 0.2695 3.4958 -2.4870
C -1.1612 4.1142 -0.0855
H 1.7016 4.9390 -0.2987
H 2.5710 3.3974 -0.4241
H 1.6723 3.7875 1.0502
H 0.1735 4.5719 -2.6436
H -0.5258 2.9845 -3.0291
H 1.2325 3.1722 -2.8840
H -1.1037 5.1286 -0.4854
H -1.0828 4.1661 1.0013
H -2.1246 3.6797 -0.3509
S -1.8122 0.2482 -1.4984
C -2.0025 -1.3595 -0.9209
N -1.7438 -2.3870 -1.7690
C -1.9412 -3.6983 -1.4855
C -2.4252 -4.0608 -0.2682
C -2.7188 -3.0432 0.6563
C -2.5063 -1.7243 0.3402
H -1.4307 -2.1190 -2.6945
H -1.7152 -4.4039 -2.2717
H -2.5966 -5.1028 -0.0413
H -3.1448 -3.3063 1.6169
H -2.7504 -0.9286 1.0298
```

Properties
multiplicity: 3
<S²>: 2.05
HOMO (alpha / beta): -12.660 / -13.335 eV
total charge: +2
orbital gap (alpha / beta): 6.13 / 4.11 eV

---

| no. | E (eV) | molar mass (g mol⁻¹) |
| --- | --- | --- |
| 1 | -56783.886 | 420.47 |
| 2 | -67554.333 | 491.94 |